1 | {"formula": "C5H12N2OS", "method": "ωB97M-V/def2-TZVPD", "species": ["C", "C", "C", "C", "C", "N", "N", "O", "S", "H", "H", "H", "H", "H", "H", "H", "H", "H", "H", "H", "H"], "positions_angstrom": [[1.29796, -1.47917, 0.48575], [2.76727, -1.37190, 0.09322], [-0.17028, -2.97130, -0.78339], [-1.62749, 2.42220, 1.20815], [-0.57092, 1.95682, -1.05628], [0.84187, -2.79278, -0.02816], [-1.69988, 1.74504, -0.12952], [0.63835, -0.74935, 1.19023], [-2.43072, 0.19000, -0.08839], [2.91380, -1.93809, -0.80484], [3.32826, -1.89471, 0.87507], [3.06590, -0.30972, 0.02178], [-0.35722, -3.92646, -1.08777], [-1.33659, -0.45678, 0.56124], [-0.96246, -2.26837, -1.00446], [-0.85924, 1.86120, 1.64802], [-1.31546, 3.50585, 1.00375], [-2.62716, 2.43424, 1.65739], [0.42809, 1.77652, -0.52947], [-0.76096, 1.27432, -1.85185], [-0.56313, 2.99246, -1.38048]], "nbo_charge": [0.70, -0.72, 0.00, -0.41, -0.41, -0.47, -0.59, -0.56, 0.12, 0.24, 0.25, 0.23, 0.16, 0.11, 0.17, 0.19, 0.19, 0.22, 0.17, 0.21, 0.19], "spin_multiplicity": 1, "homo_ha": -0.30815, "smiles": "C=NC(C)=O.CN(C)S", "gap_ev": 8.86}

2 | {"formula": "C5H12N2OS", "method": "ωB97M-V/def2-TZVPD", "species": ["C", "C", "C", "C", "C", "N", "N", "O", "S", "H", "H", "H", "H", "H", "H", "H", "H", "H", "H", "H", "H"], "positions_angstrom": [[-0.33823, 2.08906, -1.26583], [-0.63619, -1.45049, 0.49173], [0.89093, -1.44828, 0.15692], [-2.57997, -0.25182, -0.50156], [2.44970, 0.46191, 0.62412], [-1.12450, -0.40765, -0.41741], [1.24879, -0.06632, -0.09871], [-0.26602, 1.60692, 1.57848], [-0.09802, 0.90848, -0.05535], [0.11742, 3.02675, -1.08997], [0.14773, 1.48641, -2.04328], [-1.00719, -2.45568, 0.23046], [-0.71897, -1.16238, 1.49761], [1.47190, -1.81909, 0.97782], [1.08973, -1.94973, -0.83158], [-2.65228, 0.74229, -0.72728], [-3.16939, -0.89724, -1.32672], [-3.02453, -0.31687, 0.52423], [2.92698, 1.25393, 0.07920], [2.13700, 0.99152, 1.43221], [3.13511, -0.34173, 0.76491]], "nbo_charge": [-0.96, -0.25, -0.21, -0.42, -0.42, -0.62, -0.66, -0.90, 1.84, 0.24, 0.20, 0.22, 0.21, 0.20, 0.20, 0.23, 0.22, 0.20, 0.21, 0.23, 0.21], "spin_multiplicity": 1, "homo_ha": -0.31101, "smiles": "C=S1(=O)N(C)CCN1C", "gap_ev": 9.19}

Which structure is most stable, and how do the rest compare? From most to least stable: 1, 2.

1 | {"formula": "H22O11", "method": "ωB97M-V/def2-TZVPD", "species": ["H", "H", "H", "H", "H", "H", "H", "H", "H", "H", "H", "H", "H", "H", "H", "H", "H", "H", "H", "H", "H", "H", "O", "O", "O", "O", "O", "O", "O", "O", "O", "O", "O"], "positions_angstrom": [[0.99706, -1.20883, -0.81442], [0.30980, 0.13676, -0.64985], [0.05172, 1.67259, 3.21379], [-1.07823, 1.03102, 4.00223], [4.75059, -1.21504, 3.31132], [3.71481, -1.55949, 2.25370], [-0.92539, 1.28268, -2.02515], [-1.71572, 0.49075, -3.05387], [-4.35708, 0.04712, -2.86149], [-3.63400, 0.59446, -1.64181], [1.23268, -4.65856, 1.53436], [1.02635, -3.17558, 1.79556], [-0.42789, 0.18780, 0.89398], [0.51943, -0.50892, 1.85691], [0.93875, 2.81416, -0.36350], [2.26543, 2.10620, -0.14268], [-1.41284, 1.47570, 0.29395], [-2.47549, 1.26481, 1.35994], [-1.65705, -2.12720, -0.93342], [-1.90439, -3.42845, -0.18804], [1.02839, 1.84530, -3.89490], [1.89092, 2.71618, -2.99620], [0.77044, -0.40696, -1.29881], [-0.44610, 1.75789, 4.03470], [4.66265, -1.43560, 2.37718], [-0.96426, 0.42057, -2.45439], [-4.25995, 0.84555, -2.33038], [0.99905, -3.83441, 1.09257], [0.02104, -0.65174, 1.04438], [1.59578, 2.62589, 0.31610], [-2.17305, 1.90320, 0.70421], [-1.28806, -3.00721, -0.79769], [1.94458, 1.99936, -3.63829]], "nbo_charge": [0.48, 0.43, 0.47, 0.46, 0.47, 0.46, 0.45, 0.47, 0.47, 0.47, 0.47, 0.46, 0.44, 0.47, 0.46, 0.49, 0.44, 0.47, 0.46, 0.46, 0.47, 0.45, -0.92, -0.92, -0.93, -0.92, -0.94, -0.92, -0.92, -0.94, -0.90, -0.93, -0.93], "spin_multiplicity": 1, "homo_ha": -0.38441, "smiles": "O.O.O.O.O.O.O.O.O.O.O", "gap_ev": 9.79}

2 | {"formula": "H22O11", "method": "ωB97M-V/def2-TZVPD", "species": ["H", "H", "H", "H", "H", "H", "H", "H", "H", "H", "H", "H", "H", "H", "H", "H", "H", "H", "H", "H", "H", "H", "O", "O", "O", "O", "O", "O", "O", "O", "O", "O", "O"], "positions_angstrom": [[0.85998, 0.13931, -0.21986], [-0.08790, 1.02345, -1.04793], [1.88048, 1.44205, -3.30162], [0.76878, 2.42395, -3.37454], [1.18778, -0.51135, 4.10707], [1.05903, -0.43589, 2.73096], [-4.71710, 0.51624, 0.68184], [-4.70056, -1.03152, 0.89888], [-1.13554, 2.90218, 0.82009], [-2.10971, 4.06118, 0.70043], [2.06651, -2.42693, -2.92487], [2.53188, -1.70269, -1.74627], [6.22921, -1.38147, 0.16164], [5.02090, -0.83627, 0.92794], [2.47252, 1.68374, 1.84833], [3.17996, 1.07705, 0.68057], [-3.15217, -1.06223, 1.54729], [-1.95180, -1.19881, 0.67367], [-3.08210, -3.37843, -1.00467], [-1.82255, -2.83689, -0.66160], [-2.60319, 0.25547, -1.06188], [-1.58476, 0.28047, 0.09204], [-0.04546, 0.24323, -0.44916], [1.69359, 2.41778, -3.20899], [0.47866, -0.42807, 3.44173], [-4.41879, -0.36445, 0.34333], [-1.61532, 3.44714, 0.13104], [2.20780, -2.59262, -2.05402], [5.93426, -1.14252, 0.98609], [3.00296, 1.94171, 1.12656], [-2.78020, -0.73517, 0.69445], [-2.51795, -2.61445, -1.17113], [-2.24920, 0.82482, -0.36737]], "nbo_charge": [0.45, 0.51, 0.46, 0.47, 0.46, 0.45, 0.47, 0.44, 0.47, 0.46, 0.46, 0.45, 0.47, 0.46, 0.46, 0.45, 0.44, 0.40, 0.46, 0.45, 0.47, 0.48, -0.95, -0.92, -0.91, -0.88, -0.92, -0.91, -0.93, -0.91, -0.88, -0.91, -0.96], "spin_multiplicity": 1, "homo_ha": -0.29445, "gap_ev": 7.26}

Which structure is most stable, and how do the rest compare? From most to least stable: 1, 2.

1 | {"formula": "H22O11", "method": "ωB97M-V/def2-TZVPD", "species": ["O", "H", "H", "O", "H", "H", "O", "H", "H", "O", "H", "H", "O", "H", "H", "O", "H", "H", "O", "H", "H", "O", "H", "H", "O", "H", "H", "O", "H", "H", "O", "H", "H"], "positions_angstrom": [[-2.07377, -0.41963, -2.37805], [-2.51081, -0.05678, -3.14849], [-2.71622, -0.33158, -1.67397], [3.78363, -0.95502, 0.88875], [4.35217, -0.47735, 1.49276], [2.89630, -0.76475, 1.19317], [-2.29830, -1.66181, 0.60005], [-1.74096, -2.05920, -0.06905], [-2.50722, -2.38082, 1.19638], [1.10328, -1.08208, 2.30196], [0.44503, -1.61075, 2.75301], [0.87834, -0.17846, 2.52355], [1.88443, -3.17437, 0.75785], [1.92813, -2.35084, 1.24375], [2.10594, -3.84579, 1.40310], [1.46327, 2.55984, 0.62010], [0.81126, 1.87846, 0.45629], [2.10547, 2.45109, -0.08132], [-0.12978, 0.42457, -0.10482], [0.01782, -0.20174, 0.60382], [-0.96574, 0.15995, -0.48874], [1.94469, -1.44309, -1.50276], [2.18259, -0.52426, -1.37879], [2.35470, -1.89848, -0.76742], [-2.16243, 2.09060, 2.47110], [-2.81421, 2.78568, 2.56207], [-2.22062, 1.82570, 1.55313], [0.02876, 0.98292, -3.89148], [-0.02850, 1.91084, -4.11935], [-0.57432, 0.87888, -3.15548], [-2.47128, 2.15161, -0.42910], [-2.76916, 2.99039, -0.07705], [-2.30252, 2.32627, -1.35497]], "nbo_charge": [-0.95, 0.48, 0.48, -0.94, 0.47, 0.47, -0.96, 0.48, 0.48, -0.98, 0.50, 0.50, -0.96, 0.48, 0.47, -0.97, 0.49, 0.46, -0.97, 0.48, 0.49, -0.95, 0.46, 0.48, -0.95, 0.46, 0.48, -0.94, 0.46, 0.47, -0.95, 0.48, 0.48], "spin_multiplicity": 1, "homo_ha": -0.37058, "smiles": "O.O.O.O.O.O.O.O.O.O.O", "gap_ev": 10.03}

2 | {"formula": "H22O11", "method": "ωB97M-V/def2-TZVPD", "species": ["O", "H", "H", "O", "H", "H", "O", "H", "H", "O", "H", "H", "O", "H", "H", "O", "H", "H", "O", "H", "H", "O", "H", "H", "O", "H", "H", "O", "H", "H", "O", "H", "H"], "positions_angstrom": [[1.65663, 1.64207, -2.05070], [1.28605, 2.50369, -2.27168], [1.03502, 1.26190, -1.39825], [-0.33685, 0.32528, 2.88701], [-1.23845, 0.32211, 3.22759], [-0.23298, 1.18631, 2.48053], [-2.70466, 0.06840, 0.21896], [-3.59239, 0.02983, 0.59131], [-2.41867, 0.99360, 0.34309], [0.73415, -3.07724, 0.58067], [1.00839, -3.63776, 1.31550], [1.24495, -2.26281, 0.67980], [0.63141, -1.30768, -2.93157], [0.82945, -0.74843, -2.17298], [-0.06852, -0.84098, -3.40028], [2.23104, -0.68042, 1.74655], [2.79533, -1.34210, 1.32698], [2.01844, -1.04763, 2.61508], [-1.45277, 2.64115, 0.65750], [-1.94591, 3.41357, 0.96137], [-0.65682, 2.63175, 1.19667], [-2.64102, -0.44221, -2.48357], [-2.35181, -0.39375, -1.54865], [-2.96038, -1.34430, -2.59420], [3.80953, 2.31362, -0.07360], [3.08481, 2.16865, -0.70503], [4.43601, 2.87060, -0.54518], [-1.96954, -2.92429, 0.20883], [-2.20427, -1.99527, 0.09871], [-0.99371, -2.91086, 0.27950], [0.33692, 0.31691, -0.12259], [-0.38977, -0.14356, 0.31794], [1.02036, 0.40984, 0.56468]], "nbo_charge": [-0.97, 0.47, 0.50, -0.94, 0.48, 0.46, -0.99, 0.49, 0.51, -0.94, 0.48, 0.48, -0.95, 0.47, 0.48, -0.95, 0.48, 0.49, -0.94, 0.48, 0.47, -0.97, 0.48, 0.47, -0.97, 0.49, 0.46, -0.98, 0.46, 0.49, -1.00, 0.51, 0.51], "spin_multiplicity": 1, "homo_ha": -0.37621, "smiles": "O.O.O.O.O.O.O.O.O.O.O", "gap_ev": 9.84}

3 | {"formula": "H22O11", "method": "ωB97M-V/def2-TZVPD", "species": ["O", "H", "H", "O", "H", "H", "O", "H", "H", "O", "H", "H", "O", "H", "H", "O", "H", "H", "O", "H", "H", "O", "H", "H", "O", "H", "H", "O", "H", "H", "O", "H", "H"], "positions_angstrom": [[-4.68742, 0.89428, -0.37357], [-5.24039, 0.07560, -0.34387], [-4.59171, 0.91500, 0.62651], [0.91765, 2.64686, -0.67431], [1.07846, 3.21161, -1.31465], [1.62885, 2.81518, -0.15177], [2.51851, -2.37877, -2.53153], [2.71219, -2.54851, -1.58218], [1.95484, -1.55215, -2.46710], [-2.28529, 1.99742, 2.07777], [-1.78555, 2.47268, 1.48222], [-2.59162, 1.12786, 1.63218], [0.13808, -3.80453, 0.43563], [0.50957, -3.11629, 0.00025], [-0.71844, -3.53119, 0.83231], [-2.14738, -3.39490, 1.53397], [-2.57300, -3.54080, 2.35577], [-2.74368, -3.46322, 0.80047], [2.27138, 3.81033, 1.19532], [2.29662, 3.03342, 1.83400], [2.70071, 4.47041, 1.78268], [1.23475, -1.28803, 1.41430], [1.24265, -0.44821, 1.74122], [0.67905, -1.99430, 1.86609], [2.44733, 1.71741, 2.97305], [2.11567, 1.83330, 3.79255], [2.70026, 0.73721, 3.03507], [-1.78944, -0.18403, -2.94372], [-1.09271, -0.75162, -2.57362], [-2.56463, -0.55477, -2.58249], [1.79815, 0.30475, -4.33326], [1.14898, 0.29555, -5.02489], [2.71756, 0.19244, -4.51440]], "nbo_charge": [-0.92, 0.46, 0.46, -0.93, 0.45, 0.47, -0.95, 0.47, 0.48, -0.95, 0.48, 0.47, -0.97, 0.46, 0.48, -0.95, 0.50, 0.49, -0.98, 0.50, 0.47, -0.98, 0.47, 0.50, -0.94, 0.47, 0.49, -0.93, 0.47, 0.46, -0.98, 0.49, 0.49], "spin_multiplicity": 1, "homo_ha": -0.38793, "smiles": "O.O.O.O.O.O.O.O.O.O.O", "gap_ev": 10.28}

Which structure is most stable, and how do the rest compare? From most to least stable: 2, 1, 3.